C23H26IN4P2PtSe2 | ωB97M-V/def2-TZVPD

As for the multiplicity: 1. Its net charge is +3. The LUMO energy (alpha / beta) comes out at -12.59 / -12.59 eV. For the frontier orbital gap (alpha / beta), the calculation gives 4.0 / 4.0 eV.

Each line ends with the Mulliken charge.
Positions of all 59 atoms, in Å:
Pt  0.0319  -0.3087  -0.2679  0.680
Se  2.3989  -0.1896  0.4640  0.015
P  1.7441  0.8946  2.3223  -0.110
Se  -0.4621  0.8727  2.0160  -0.109
C  2.2253  -0.0895  3.7817  1.586
C  3.5215  -0.5965  3.8624  -0.365
C  3.8888  -1.3412  4.9718  -0.734
C  2.9677  -1.5915  5.9807  -0.543
C  1.6734  -1.0988  5.8833  -0.722
C  1.2970  -0.3392  4.7874  -0.440
C  2.4066  2.5935  2.3398  1.525
C  1.5682  3.6776  2.5771  -0.414
C  2.0873  4.9618  2.5194  -0.728
C  3.4327  5.1615  2.2350  -0.542
C  4.2672  4.0740  2.0144  -0.714
C  3.7613  2.7854  2.0671  -0.382
H  4.2364  -0.4158  3.0698  0.265
H  4.8953  -1.7256  5.0478  0.427
H  3.2618  -2.1756  6.8407  0.431
H  0.9566  -1.3025  6.6647  0.430
H  0.2935  0.0612  4.7210  0.254
H  0.5219  3.5268  2.8115  0.272
H  1.4437  5.8104  2.6951  0.427
H  3.8321  6.1641  2.1824  0.431
H  5.3144  4.2299  1.8016  0.422
H  4.4118  1.9375  1.8966  0.271
C  -1.6675  0.8169  -5.3802  -0.817
N  -1.7274  -0.5387  -4.8668  0.206
C  -3.0979  -0.8704  -4.5194  -0.975
N  -3.5838  0.0434  -3.5000  0.201
C  -3.5265  1.4112  -3.9847  -0.822
N  -2.1494  1.6999  -4.3356  0.207
C  -1.2803  1.8288  -3.2195  -0.964
P  -1.1265  0.1827  -2.2827  1.161
C  -0.7810  -0.8311  -3.8403  -0.907
C  -2.9906  -0.1635  -2.2253  -0.801
H  -2.3062  0.9027  -6.2621  0.305
H  -0.6446  1.0750  -5.6607  0.357
H  -3.1544  -1.8977  -4.1538  0.382
H  -3.7268  -0.7796  -5.4074  0.292
H  -3.8784  2.1025  -3.2148  0.356
H  -4.1644  1.5077  -4.8672  0.300
H  -1.6639  2.5777  -2.5203  0.471
H  -0.2832  2.1282  -3.5550  0.479
H  -0.8513  -1.8916  -3.5828  0.493
H  0.2353  -0.6271  -4.1927  0.432
H  -3.4646  0.4755  -1.4756  0.477
H  -3.1183  -1.2065  -1.9209  0.415
I  -0.3110  -6.2544  -2.0706  0.253
C  -1.0442  -4.7300  -0.7936  -0.664
C  -1.9932  -4.9908  0.1936  -0.074
C  -2.4460  -3.9401  0.9761  -0.822
C  -1.9483  -2.6656  0.7492  -0.115
N  -1.0265  -2.4276  -0.1822  -0.292
C  -0.5789  -3.4235  -0.9383  -0.148
H  -2.3653  -5.9911  0.3563  0.463
H  -3.1810  -4.1002  1.7512  0.466
H  -2.3044  -1.8181  1.3211  0.469
H  0.1730  -3.1812  -1.6809  0.583

Force components x, y, z for each atom (eV/Å):
-0.242 -1.661 0.756
-1.935 0.476 -0.061
0.982 0.848 1.384
0.971 -0.778 -1.639
-0.349 0.143 -0.802
0.071 0.002 -0.072
0.067 0.109 -0.111
-0.040 0.042 -0.113
-0.037 0.093 0.041
-0.133 0.038 0.001
-0.326 -0.687 -0.280
-0.166 0.020 0.005
0.045 0.004 0.070
-0.153 -0.130 -0.004
0.071 -0.157 0.055
0.002 -0.083 -0.030
0.121 -0.017 0.001
0.042 -0.019 -0.012
-0.009 -0.028 0.036
-0.038 0.026 0.053
-0.067 -0.063 0.077
-0.043 0.085 -0.051
-0.062 0.027 0.045
0.001 0.039 0.010
0.057 -0.016 -0.007
0.136 0.003 -0.059
0.204 0.040 0.252
0.115 -0.492 -0.232
-0.187 -0.294 0.000
-0.629 -0.313 0.015
0.040 -0.053 0.154
0.020 0.891 -0.147
0.803 1.192 0.578
-0.776 0.213 -0.487
0.717 -1.129 -0.233
-0.289 -0.454 0.772
0.052 -0.011 0.114
-0.049 0.006 0.032
-0.003 0.031 -0.038
0.087 -0.028 0.071
0.035 -0.045 -0.088
0.113 0.008 0.108
0.112 -0.025 -0.088
-0.065 0.004 0.144
0.078 0.035 -0.010
-0.109 0.062 0.165
0.170 0.022 -0.022
-0.024 0.057 0.042
-0.265 0.626 0.509
0.257 -0.253 -0.360
0.210 0.132 -0.093
0.186 0.213 -0.178
-0.519 0.183 0.577
0.387 1.847 -0.238
0.419 -0.586 -0.672
-0.037 -0.095 -0.041
-0.037 0.053 0.026
0.048 -0.063 0.032
-0.023 -0.091 0.042